Entry 1:
{
  "formula": "C23H54N5O5S",
  "method": "ωB97M-V/def2-TZVPD",
  "elements": ["C", "O", "C", "C", "C", "C", "N", "C", "N", "S", "N", "C", "C", "C", "C", "C", "H", "H", "H", "H", "H", "H", "H", "H", "H", "H", "H", "H", "H", "H", "H", "H", "H", "H", "H", "H", "H", "H", "H", "H", "C", "O", "C", "C", "N", "C", "C", "O", "C", "H", "H", "H", "H", "H", "H", "H", "H", "H", "H", "H", "H", "H", "H", "H", "C", "O", "C", "C", "N", "C", "C", "O", "C", "H", "H", "H", "H", "H", "H", "H", "H", "H", "H", "H", "H", "H", "H", "H"],
  "coordinates": [[2.69643, -0.71009, -0.17641], [3.55022, -1.30930, -1.13563], [3.00824, -1.23164, -2.45457], [3.34606, -2.49918, -3.27408], [2.29968, -3.64704, -3.13901], [1.64061, -3.74100, -1.74426], [0.13202, -3.73405, -1.84106], [-0.16636, -3.99029, -0.44072], [-1.25856, -3.50164, 0.08544], [-2.37562, -2.60796, -0.92367], [0.86295, -4.75390, 0.17123], [1.81091, -5.07719, -0.93023], [3.33801, -5.11941, -0.60037], [3.67446, -5.82158, 0.77861], [5.04429, -6.55449, 0.54566], [3.88032, -4.70481, 1.85496], [1.62176, -0.96863, -0.34929], [2.95853, -1.15640, 0.80356], [2.75924, 0.39260, -0.13498], [3.41111, -0.30871, -2.91848], [1.89850, -1.12788, -2.43097], [4.38296, -2.83405, -3.07757], [3.34904, -2.19220, -4.34083], [2.85039, -4.59930, -3.29402], [1.57368, -3.57565, -3.96756], [1.85305, -2.96940, -0.98455], [-0.11198, -4.63322, -2.27178], [-1.43747, -3.67688, 1.06868], [-1.73492, -1.41990, -1.19334], [1.23346, -4.10716, 0.87289], [1.45309, -5.98836, -1.44379], [3.79615, -4.11690, -0.68215], [3.81199, -5.74200, -1.38601], [2.88440, -6.54618, 1.05404], [4.99422, -7.17801, -0.36540], [5.31416, -7.16573, 1.42322], [5.82591, -5.78828, 0.37403], [4.35908, -3.84616, 1.34359], [4.59210, -5.02205, 2.63939], [2.91597, -4.37754, 2.28900], [2.02545, 2.70278, 1.76417], [1.82910, 3.06885, 0.40898], [0.65458, 3.85407, 0.20160], [1.02863, 5.25836, -0.24525], [1.64791, 6.00601, 0.84437], [2.24273, 7.27635, 0.42693], [3.44417, 7.21641, -0.51930], [4.60644, 6.64551, 0.06052], [4.69218, 5.23475, -0.03869], [2.88103, 2.02837, 1.80745], [2.24378, 3.57801, 2.38239], [1.14812, 2.17957, 2.15723], [0.01746, 3.87714, 1.08998], [0.08838, 3.37196, -0.60103], [0.12742, 5.78280, -0.57353], [1.70500, 5.16591, -1.10416], [2.37297, 5.43642, 1.26023], [2.56360, 7.78526, 1.33943], [1.46369, 7.89941, -0.02255], [3.71274, 8.24805, -0.76233], [3.20609, 6.73418, -1.47376], [4.21418, 4.85379, -0.94482], [4.25972, 4.75837, 0.84485], [5.74955, 4.96656, -0.06888], [-8.41889, 2.66225, 2.10017], [-7.70151, 1.53328, 2.57425], [-8.16965, 0.30151, 2.03387], [-7.10248, -0.32157, 1.14793], [-6.92543, 0.44951, -0.07972], [-5.76147, 0.04963, -0.86419], [-4.38130, 0.28450, -0.24419], [-4.04283, 1.64998, -0.09041], [-4.48501, 2.24303, 1.12354], [-8.05962, 3.53714, 2.64038], [-8.24622, 2.81964, 1.03072], [-9.48988, 2.55239, 2.28966], [-9.11270, 0.42301, 1.49466], [-8.35448, -0.36700, 2.87952], [-7.39804, -1.34254, 0.89089], [-6.17324, -0.36810, 1.73021], [-6.82762, 1.42745, 0.16033], [-5.80590, 0.61361, -1.79979], [-5.86083, -1.00838, -1.12986], [-3.64247, -0.12267, -0.94259], [-4.24241, -0.26241, 0.69543], [-4.51421, 1.52651, 1.94788], [-5.46475, 2.70555, 0.99202], [-3.78207, 3.03634, 1.38187]],
  "forces_ev_per_angstrom": [[-0.24, -0.26, 0.71], [-0.97, -0.26, -0.03], [0.18, 0.12, -0.52], [-0.02, 0.61, -0.53], [1.04, -0.21, 0.48], [-1.20, -1.86, -0.73], [-0.36, -0.29, 2.10], [1.38, -0.93, -1.88], [0.99, 0.24, -0.50], [-0.59, 0.12, 0.26], [-2.00, 1.80, -0.02], [2.07, 2.25, -0.55], [-0.76, -1.67, 0.81], [1.35, 0.78, -0.77], [-0.62, 0.31, 0.21], [0.05, -0.33, -0.49], [0.52, 0.16, -0.10], [0.04, 0.48, -0.39], [0.11, -0.41, -0.10], [-0.21, -0.53, -0.03], [0.53, 0.04, 0.13], [-0.59, 0.15, 0.20], [0.05, -0.17, 0.54], [-0.41, 0.43, -0.05], [0.01, 0.06, 0.68], [0.51, -0.01, -0.95], [-0.32, 0.37, -0.63], [-0.28, 0.18, -0.04], [0.22, -0.84, 0.59], [0.44, -0.87, 0.49], [0.15, 0.47, 0.20], [-0.33, -0.36, 0.25], [-0.43, 0.42, 0.22], [0.38, 0.37, -0.11], [0.06, 0.07, 0.56], [0.01, 0.22, -0.44], [-0.29, -0.40, 0.15], [-0.28, -0.30, 0.39], [-0.67, 0.07, -0.15], [0.55, -0.08, 0.06], [0.10, 0.02, -0.23], [-0.09, -0.12, 0.35], [0.01, 0.14, -0.56], [0.21, -0.12, 0.36], [-0.11, -0.01, -0.24], [0.13, -0.13, 0.24], [-0.03, 0.41, 0.08], [-0.20, -0.20, -0.23], [0.27, 0.19, 0.19], [0.01, 0.04, -0.05], [-0.10, -0.06, 0.13], [-0.01, 0.05, 0.10], [0.14, 0.04, 0.09], [-0.04, 0.01, 0.02], [0.00, 0.02, 0.00], [-0.14, -0.09, -0.16], [0.00, 0.01, 0.02], [0.03, 0.06, -0.07], [0.00, -0.05, -0.06], [0.01, -0.02, 0.02], [0.00, -0.17, 0.05], [-0.09, 0.01, 0.04], [-0.09, -0.17, -0.09], [-0.02, 0.06, -0.02], [0.16, -0.03, 0.13], [-0.22, 0.12, -0.26], [0.33, -0.29, 0.28], [-0.12, 0.35, -0.09], [0.19, -0.26, 0.13], [-0.17, 0.29, -0.03], [-0.01, 0.01, -0.29], [0.00, -0.26, 0.22], [0.13, 0.27, -0.17], [0.04, -0.07, 0.03], [-0.16, 0.03, -0.04], [-0.02, 0.03, -0.08], [0.07, 0.11, -0.09], [-0.04, -0.02, -0.03], [0.01, -0.01, -0.04], [-0.05, -0.14, 0.16], [-0.08, 0.02, -0.02], [0.11, -0.05, -0.01], [0.01, -0.03, 0.07], [-0.02, 0.08, -0.08], [-0.10, 0.08, 0.10], [-0.10, -0.04, -0.04], [-0.07, -0.06, 0.18], [0.02, -0.05, -0.06]],
  "lowdin_charge": [-0.112, -0.199, -0.223, -0.145, -0.111, -0.268, 0.070, -0.344, -0.222, 0.864, 0.138, -0.223, -0.119, -0.381, -0.080, -0.074, 0.078, 0.095, 0.087, 0.135, 0.122, 0.123, 0.119, 0.118, 0.124, 0.115, 0.144, 0.134, -0.080, 0.140, 0.165, 0.116, 0.117, 0.133, 0.076, 0.083, 0.091, 0.078, 0.085, 0.064, -0.119, -0.213, -0.211, -0.212, -0.053, -0.195, -0.223, -0.174, -0.103, 0.080, 0.084, 0.087, 0.121, 0.118, 0.125, 0.105, 0.068, 0.120, 0.119, 0.122, 0.109, 0.087, 0.070, 0.089, -0.110, -0.198, -0.213, -0.212, -0.047, -0.195, -0.258, -0.176, -0.087, 0.090, 0.080, 0.090, 0.124, 0.122, 0.122, 0.103, 0.071, 0.122, 0.115, 0.062, 0.103, 0.091, 0.075, 0.088],
  "homo_lumo_gap_ev": 6.47,
  "e_lumo_ev": -3.7,
  "energy_ev": -53238.66983,
  "charge": 1
}

=====

Entry 2:
{
  "formula": "C23H54O11Si",
  "method": "ωB97M-V/def2-TZVPD",
  "elements": ["C", "Si", "C", "C", "C", "O", "C", "O", "H", "H", "H", "H", "H", "H", "H", "H", "H", "H", "H", "H", "C", "O", "C", "C", "O", "C", "C", "O", "C", "H", "H", "H", "H", "H", "H", "H", "H", "H", "H", "H", "H", "H", "H", "C", "O", "C", "C", "O", "C", "C", "O", "C", "H", "H", "H", "H", "H", "H", "H", "H", "H", "H", "H", "H", "H", "H", "C", "O", "C", "C", "O", "C", "C", "O", "C", "H", "H", "H", "H", "H", "H", "H", "H", "H", "H", "H", "H", "H", "H"],
  "coordinates": [[6.48566, -6.60105, 3.59723], [7.05984, -5.97244, 1.92298], [5.94276, -6.67336, 0.58254], [7.06916, -4.09086, 1.97550], [8.85340, -6.50707, 1.54372], [9.49936, -7.02543, 2.74703], [10.42956, -7.97999, 2.46190], [11.44546, -7.77841, 1.84358], [7.30479, -6.72665, 4.29461], [5.78075, -5.89009, 4.01876], [5.95026, -7.53973, 3.49220], [6.44013, -7.53400, 0.13817], [5.73047, -5.98484, -0.22785], [5.00827, -7.04726, 0.98632], [7.53494, -3.72798, 1.06377], [6.08536, -3.66412, 2.11699], [7.72290, -3.79367, 2.79194], [8.86269, -7.25914, 0.75815], [9.44509, -5.66731, 1.18965], [10.12814, -8.96069, 2.84530], [0.11353, -2.24591, -1.34995], [1.22265, -1.75105, -0.63515], [1.76857, -2.71802, 0.24267], [3.15955, -2.31612, 0.67392], [4.16433, -2.57827, -0.29194], [4.22388, -1.68861, -1.39781], [4.82059, -0.34063, -1.06481], [3.85802, 0.49548, -0.44571], [4.45261, 1.59134, 0.21096], [-0.69293, -2.55170, -0.67189], [-0.24991, -1.44451, -1.99012], [0.39852, -3.09763, -1.97806], [1.80664, -3.69752, -0.24910], [1.12800, -2.79588, 1.13386], [3.42636, -2.93135, 1.53642], [3.18109, -1.27152, 0.99102], [3.24632, -1.57563, -1.86944], [4.88696, -2.17629, -2.11500], [5.16335, 0.13997, -1.99192], [5.68261, -0.48208, -0.40127], [5.11857, 1.25412, 1.01388], [3.65371, 2.18806, 0.64625], [5.02000, 2.21474, -0.48980], [0.08588, 0.60731, 1.40678], [-1.15096, 1.28722, 1.41879], [-1.77148, 1.26260, 0.14769], [-3.23783, 1.60617, 0.26025], [-4.04754, 0.52549, 0.70189], [-4.01967, 0.23576, 2.09052], [-4.83940, 1.19095, 2.92714], [-4.12739, 2.39183, 3.16195], [-4.97149, 3.43179, 3.59587], [0.78346, 1.06165, 0.69412], [0.50821, 0.67208, 2.40839], [-0.04988, -0.44624, 1.14531], [-1.66891, 0.26764, -0.30361], [-1.27803, 1.99803, -0.50382], [-3.60140, 1.83730, -0.74379], [-3.38789, 2.49250, 0.87955], [-2.99533, 0.17300, 2.46258], [-4.47342, -0.75326, 2.18171], [-5.06776, 0.71868, 3.89335], [-5.78243, 1.40528, 2.40823], [-5.72266, 3.67212, 2.83383], [-4.35229, 4.30984, 3.76534], [-5.47934, 3.16850, 4.53132], [-4.95153, 7.90884, -4.15009], [-5.81238, 7.02707, -3.46865], [-7.14655, 7.11885, -3.93420], [-7.94963, 5.91386, -3.50298], [-7.72700, 4.76174, -4.30006], [-6.53461, 4.03390, -4.05048], [-6.59404, 3.16972, -2.81234], [-6.36455, 3.94377, -1.64873], [-6.77435, 3.27104, -0.48018], [-5.26446, 8.95143, -4.01758], [-3.95477, 7.78478, -3.73246], [-4.91777, 7.67675, -5.22106], [-7.16187, 7.18804, -5.02872], [-7.60731, 8.02572, -3.51706], [-9.00500, 6.15541, -3.64468], [-7.79294, 5.70115, -2.44371], [-5.66544, 4.69373, -4.02180], [-6.42534, 3.36998, -4.91024], [-5.82028, 2.39135, -2.87921], [-7.57642, 2.68499, -2.75735], [-7.85259, 3.07217, -0.49967], [-6.55403, 3.91731, 0.36758], [-6.23160, 2.32525, -0.35922]],
  "forces_ev_per_angstrom": [[0.03, -0.01, -0.36], [-0.31, 0.40, 0.30], [0.38, -0.13, -0.01], [0.42, -0.73, -0.09], [0.05, 0.35, 0.34], [-0.19, -0.74, -0.32], [0.92, 0.74, -0.59], [-1.11, -0.32, 0.55], [0.15, -0.05, 0.14], [-0.10, 0.18, 0.08], [0.03, -0.27, 0.05], [0.05, -0.16, -0.09], [-0.08, 0.22, -0.07], [-0.24, 0.10, 0.12], [-0.16, 0.27, -0.22], [-0.19, 0.18, -0.08], [0.01, 0.14, 0.23], [0.07, -0.21, -0.05], [0.07, 0.15, -0.18], [0.17, -0.09, 0.25], [-0.01, 0.08, 0.06], [0.10, -0.10, -0.17], [-0.10, 0.19, 0.00], [0.09, -0.09, 0.15], [-0.05, 0.01, -0.02], [0.12, -0.10, -0.08], [-0.18, 0.14, -0.05], [0.03, -0.10, 0.14], [-0.07, 0.01, -0.05], [-0.01, -0.04, -0.03], [0.00, 0.02, 0.01], [-0.04, -0.04, 0.03], [0.02, -0.04, 0.02], [0.01, -0.11, 0.00], [0.01, -0.02, -0.01], [-0.11, 0.04, -0.07], [-0.03, 0.11, 0.06], [0.02, -0.01, 0.01], [0.10, -0.04, 0.02], [0.03, -0.02, -0.01], [0.05, 0.03, -0.03], [-0.02, 0.01, -0.02], [0.04, 0.01, 0.03], [-0.01, 0.12, 0.10], [-0.08, -0.15, 0.05], [0.08, 0.15, 0.14], [-0.10, 0.03, -0.15], [0.01, 0.02, 0.00], [-0.06, -0.12, -0.01], [0.14, 0.07, 0.14], [-0.04, 0.04, -0.18], [0.08, -0.02, 0.04], [0.03, -0.10, -0.04], [-0.02, 0.05, 0.01], [0.06, 0.00, -0.08], [-0.01, 0.00, -0.04], [-0.02, -0.07, -0.10], [0.00, 0.00, -0.01], [0.11, -0.02, 0.08], [0.01, 0.12, 0.04], [0.00, -0.01, -0.01], [-0.10, -0.03, -0.04], [-0.03, -0.03, 0.00], [-0.05, -0.02, 0.05], [0.02, 0.00, 0.01], [-0.05, 0.02, -0.02], [-0.01, 0.00, 0.09], [0.03, -0.13, -0.13], [0.11, 0.05, 0.17], [-0.14, 0.00, -0.02], [0.02, 0.01, 0.02], [-0.01, -0.07, -0.12], [0.17, 0.07, 0.12], [-0.17, 0.09, -0.02], [0.12, -0.02, -0.01], [0.01, 0.01, -0.05], [0.00, 0.00, 0.03], [-0.02, 0.06, -0.01], [-0.03, 0.01, -0.02], [-0.06, 0.02, -0.09], [-0.01, -0.01, -0.01], [0.12, 0.04, 0.01], [0.01, 0.02, 0.12], [-0.01, 0.00, -0.01], [-0.08, -0.08, -0.04], [-0.01, -0.03, -0.03], [0.01, -0.07, 0.00], [0.04, 0.02, -0.01], [-0.06, -0.03, 0.06]],
  "lowdin_charge": [-0.171, 0.565, -0.170, -0.174, -0.211, -0.125, -0.341, 0.091, 0.023, 0.028, 0.026, 0.022, 0.026, 0.025, 0.028, 0.016, 0.033, 0.082, 0.087, 0.143, -0.112, -0.221, -0.207, -0.184, -0.134, -0.180, -0.206, -0.204, -0.111, 0.090, 0.088, 0.089, 0.130, 0.127, 0.123, 0.123, 0.123, 0.127, 0.129, 0.129, 0.090, 0.084, 0.089, -0.096, -0.189, -0.202, -0.185, -0.133, -0.183, -0.209, -0.192, -0.109, 0.091, 0.091, 0.073, 0.121, 0.132, 0.122, 0.125, 0.124, 0.127, 0.128, 0.125, 0.076, 0.089, 0.089, -0.115, -0.196, -0.210, -0.185, -0.127, -0.184, -0.207, -0.195, -0.107, 0.088, 0.087, 0.088, 0.128, 0.128, 0.127, 0.123, 0.123, 0.127, 0.126, 0.130, 0.092, 0.080, 0.080],
  "homo_lumo_gap_ev": 9.95,
  "e_lumo_ev": 0.7,
  "energy_ev": -55122.02419,
  "smiles": "C[Si](C)(C)COC=O.COCCOCCOC.COCCOCCOC.COCCOCCOC"
}